one:
# H16NaO8

A structure of composition H16NaO8 (wB97M-V/def2-TZVPD, the Open Molecules 2025 dataset).

Structure (ORCA input):
```
! RIJCOSX wB97M-V def2-TZVPD def2/J DEFGRID3
* xyz 1 1
Na 0.43 -0.08 0.02
O -1.80 0.18 -0.65
H -2.19 -0.55 -1.26
H -2.00 0.91 -1.29
O 2.49 0.77 -0.87
H 2.64 1.58 -1.39
H 3.32 0.50 -0.52
O -1.75 2.43 1.42
H -2.61 2.19 1.00
H -1.41 1.56 1.68
O -0.77 -2.64 -0.21
H -0.91 -2.97 -1.09
H -1.71 -2.57 -0.04
O 0.32 -0.71 -2.28
H 0.29 -1.62 -2.47
H -0.42 -0.39 -2.71
O -0.20 0.20 2.12
H -0.70 -0.57 2.31
H 0.11 0.55 2.98
O 1.97 -1.63 0.82
H 2.84 -2.05 0.83
H 1.50 -2.30 1.32
O 0.17 2.35 -0.31
H -0.59 2.45 0.28
H 0.95 2.42 0.29
*
```

Values from the calculation:
Molar mass = 167.1 g/mol
HOMO-LUMO gap = 0.3974 hartree
E_HOMO = -14.26 eV
Lowest unoccupied orbital energy = -3.45 eV


two:
# H16NaO8

A structure of composition H16NaO8 (wB97M-V/def2-TZVPD, the Open Molecules 2025 dataset).

Structure (ORCA input):
```
! RIJCOSX wB97M-V def2-TZVPD def2/J DEFGRID3
* xyz 1 1
Na 15.03 -17.43 5.52
O 15.00 -16.23 3.45
H 15.81 -16.01 2.98
H 14.35 -15.60 3.12
O 16.87 -18.21 7.45
H 17.66 -18.51 6.99
H 16.42 -19.02 7.71
O 13.50 -18.67 2.10
H 13.51 -18.14 2.90
H 12.60 -18.60 1.76
O 13.34 -17.32 8.01
H 12.73 -18.04 8.15
H 13.36 -16.87 8.86
O 13.85 -14.53 6.79
H 14.80 -14.51 6.60
H 13.76 -15.21 7.46
O 15.07 -19.96 5.30
H 14.68 -20.43 4.56
H 15.63 -20.62 5.73
O 12.76 -17.75 4.90
H 12.39 -18.55 5.29
H 12.00 -17.21 4.66
O 16.49 -15.60 6.28
H 17.16 -15.10 5.81
H 16.97 -16.25 6.82
*
```

Values from the calculation:
Molar mass = 167.1 g/mol
HOMO-LUMO gap = 0.3866 hartree
E_HOMO = -13.84 eV
Lowest unoccupied orbital energy = -3.32 eV


Verdict on stability: one comes out at the bottom.


one:
# CH10O6

A cluster of 5 separate species, CH10O6 in total (wB97M-V/def2-TZVPD, the Open Molecules 2025 dataset).

Structure (ORCA input):
```
! RIJCOSX wB97M-V def2-TZVPD def2/J DEFGRID3
* xyz 0 1
O 0.74 2.13 -0.03
C 1.20 1.30 0.80
O 0.51 0.95 1.84
H 2.14 0.74 0.45
H -0.37 1.35 1.69
O 3.29 -2.18 -0.66
H 2.37 -2.22 -0.96
H 3.24 -2.14 0.35
O -1.96 0.76 -3.59
H -2.79 1.14 -3.92
H -1.36 1.27 -3.06
O -2.36 1.22 1.11
H -3.17 0.65 0.96
H -2.58 2.12 1.29
O 0.39 -2.06 1.43
H -0.42 -2.50 1.09
H 1.14 -2.53 1.17
*
```

Values from the calculation:
SMILES = O=CO.O.O.O.O
Molar mass = 118.1 g/mol
HOMO-LUMO gap = 0.3843 hartree
E_HOMO = -10.19 eV
Lowest unoccupied orbital energy = 0.26 eV


two:
# CH10O6

A cluster of 5 separate species, CH10O6 in total (wB97M-V/def2-TZVPD, the Open Molecules 2025 dataset).

Structure (ORCA input):
```
! RIJCOSX wB97M-V def2-TZVPD def2/J DEFGRID3
* xyz 0 1
O 4.49 -4.64 -2.26
C 3.37 -4.36 -1.95
O 2.77 -5.04 -0.89
H 2.95 -3.41 -2.26
H 3.56 -5.15 -0.33
O -3.31 0.02 -1.11
H -2.69 0.74 -0.85
H -2.59 -0.41 -1.63
O -1.91 3.68 1.57
H -2.22 3.64 2.48
H -1.22 4.33 1.61
O -2.17 0.09 1.47
H -2.99 -0.23 1.07
H -1.99 -0.77 1.90
O 1.56 3.76 0.70
H 0.88 3.20 0.32
H 1.50 4.55 0.16
*
```

Values from the calculation:
SMILES = O=CO.O.O.O.O
Molar mass = 118.1 g/mol
HOMO-LUMO gap = 0.4268 hartree
E_HOMO = -11.16 eV
Lowest unoccupied orbital energy = 0.45 eV


Verdict on stability: two comes out at the bottom.


one:
# C2H7NO3

A cluster of 2 separate species, C2H7NO3 in total (wB97M-V/def2-TZVPD, the Open Molecules 2025 dataset).

Structure (ORCA input):
```
! RIJCOSX wB97M-V def2-TZVPD def2/J DEFGRID3
* xyz 1 2
C -0.12 2.40 0.19
N -0.85 1.18 -0.10
C -0.61 -0.15 0.28
O 0.57 -0.32 0.98
O -1.08 -1.09 -0.30
H -0.20 2.66 1.29
H -0.69 3.22 -0.32
H 0.97 2.45 0.03
H -1.27 1.17 -1.01
H 0.73 0.59 1.39
H 0.73 -3.28 -1.01
H 0.84 -4.81 -0.96
O 0.98 -4.03 -0.44
*
```

Values from the calculation:
Molar mass = 93.1 g/mol
HOMO-LUMO gap (spin up / spin down) = 0.3384 / 0.1352 hartree
E_HOMO (spin up / spin down) = -13.87 / -13.87 eV
Expectation value of S² = 0.77
Lowest unoccupied orbital energy (spin up / spin down) = -4.66 / -10.19 eV


two:
# C2H7NO3

A cluster of 2 separate species, C2H7NO3 in total (wB97M-V/def2-TZVPD, the Open Molecules 2025 dataset).

Structure (ORCA input):
```
! RIJCOSX wB97M-V def2-TZVPD def2/J DEFGRID3
* xyz 1 2
N 0.53 2.40 1.05
C 0.28 1.05 0.51
O 0.47 0.87 -0.93
H 1.45 2.75 0.94
H -0.24 2.99 0.67
H -0.75 0.80 0.73
H 0.93 0.30 1.07
H 0.21 1.64 -1.39
O 0.11 -3.44 -1.24
C -0.63 -2.96 -0.45
O -0.72 -1.63 -0.15
H -1.36 -3.64 0.09
H -0.29 -1.12 -0.90
*
```

Values from the calculation:
Molar mass = 93.1 g/mol
HOMO-LUMO gap (spin up / spin down) = 0.3487 / 0.1175 hartree
E_HOMO (spin up / spin down) = -13.81 / -13.68 eV
Expectation value of S² = 0.76
Lowest unoccupied orbital energy (spin up / spin down) = -4.32 / -10.48 eV


Verdict on stability: two comes out at the bottom.